Arrangement w

The following is a DFT calculation (wB97M-V/def2-TZVPD) of a 2-piece molecular cluster, C2H3FO2S overall.

Calculated values
M	110.109	g mol⁻¹
LUMO level	-0.54	eV
total charge	0

Bonds (Å) are listed after each position.
Geometry (Å):
1 C -1.70022 0.14938 1.47717  H4 1.072, H6 1.075, S9 1.626
2 F 1.71522 1.10571 -0.88547  C5 1.362
3 O 2.21648 -1.00120 -0.44663  C5 1.172
4 H -2.17052 0.85134 2.13632  C1 1.072
5 C 1.75980 -0.22026 -1.19189  F2 1.362, O3 1.172, H7 1.094
6 H -1.62990 -0.88449 1.76339  C1 1.075
7 H 1.42378 -0.35240 -2.22502  C5 1.094
8 O -0.50688 -0.37117 -0.70358  S9 1.472
9 S -1.10776 0.72309 0.07571  C1 1.626, O8 1.472

Arrangement x

The following is a DFT calculation (wB97M-V/def2-TZVPD) of one molecule with the formula C2H3FO2S.

Calculated values
M	110.109	g mol⁻¹
LUMO level (spin up / spin down)	-2.31 / -1.00	eV
total charge	0

Bonds (Å) are listed after each position.
Geometry (Å):
1 H 1.30841 0.03161 1.42873  C4 1.086
2 S -0.51401 -0.61132 0.09128  C4 1.656, C6 1.917, O8 1.400, O9 1.397
3 F -0.28715 2.04966 0.12700  C6 1.338
4 C 0.99787 -0.75774 0.75121  H1 1.086, S2 1.656, H5 1.112
5 H 1.80306 -1.06214 0.04803  C4 1.112
6 C -0.66510 1.10770 -0.74457  S2 1.917, F3 1.338, H7 1.078
7 H -0.54976 1.40681 -1.77412  C6 1.078
8 O -1.49898 -0.69678 1.08190  S2 1.400
9 O -0.59432 -1.46780 -1.00947  S2 1.397

Arrangement y

The following is a DFT calculation (wB97M-V/def2-TZVPD) of one molecule with the formula C2H3FO2S.

Calculated values
M	110.109	g mol⁻¹
LUMO level	0.59	eV
total charge	0

Bonds (Å) are listed after each position.
Geometry (Å):
1 O 1.11032 2.31574 0.74283  S8 1.409
2 C 1.17115 -0.24218 0.07856  C4 1.605, F6 1.477, H7 1.140, S8 1.809
3 O 0.99254 0.76879 2.72586  S8 1.429
4 C -0.33672 0.15927 0.45379  C2 1.605, H5 1.087, S8 1.773, H9 1.094
5 H -0.86887 0.53543 -0.41589  C4 1.087
6 F 1.47003 -1.65704 0.37934  C2 1.477
7 H 1.89430 0.14124 -0.71538  C2 1.140
8 S 0.92748 1.04575 1.32515  O1 1.409, C2 1.809, O3 1.429, C4 1.773
9 H -0.77819 -0.68552 0.99110  C4 1.094

Energy above the most stable structure, in eV: arrangement w 0.000; arrangement x 3.783; arrangement y 1.635

Arrangement w

The following is a DFT calculation (wB97M-V/def2-TZVPD) of one molecule with the formula C2H3FO2S.

Calculated values
M	110.109	g mol⁻¹
LUMO level	0.29	eV
total charge	0

Bonds (Å) are listed after each position.
Geometry (Å):
1 O -1.13450 -0.31095 -0.17807  S7 1.762, C8 1.350
2 H -0.59137 -1.03910 -1.80175  C8 1.097
3 F -0.02698 -0.24991 2.13837  S7 1.702
4 O -2.15637 1.06333 1.72291  S7 1.437
5 H 2.06492 -0.20127 -1.41211  C6 1.131
6 C 1.17722 -0.05886 -0.72595  H5 1.131, C8 1.357, H9 1.084
7 S -0.86657 0.83582 1.13217  O1 1.762, F3 1.702, O4 1.437
8 C -0.07717 -0.50145 -0.99578  O1 1.350, H2 1.097, C6 1.357
9 H 1.61082 0.46239 0.12021  C6 1.084

Arrangement x

The following is a DFT calculation (wB97M-V/def2-TZVPD) of one molecule with the formula C2H3FO2S.

Calculated values
M	110.109	g mol⁻¹
LUMO level (spin up / spin down)	-1.94 / -0.70	eV
total charge	0

Bonds (Å) are listed after each position.
Geometry (Å):
1 H 1.18660 -0.43976 1.79279  C3 1.049
2 C -0.69864 1.19517 -0.63339  S4 1.912, F6 1.286, H7 1.215
3 C 1.11947 -0.63270 0.76399  H1 1.049, S4 1.785, H9 1.047
4 S -0.51091 -0.58464 0.03864  C2 1.912, C3 1.785, O5 1.420, O8 1.376
5 O -1.53081 -0.78138 1.00711  S4 1.420
6 F -0.16833 2.24424 -0.11253  C2 1.286
7 H -0.69949 1.19394 -1.84842  C2 1.215
8 O -0.60432 -1.29984 -1.13338  S4 1.376
9 H 1.90643 -0.89504 0.12520  C3 1.047

Energy above the most stable structure, in eV: arrangement w 0.000; arrangement x 3.483

Arrangement w

The following is a DFT calculation (wB97M-V/def2-TZVPD) of a 2-piece molecular cluster, C5H15N2O overall.

Calculated values
M	119.188	g mol⁻¹
LUMO level	-3.09	eV
total charge	+1

Bonds (Å) are listed after each position.
Geometry (Å):
1 C -0.72992 0.57596 0.82784  H8 1.091, C12 1.509, C15 1.540, H19 1.101
2 H 0.61905 -1.73900 -0.55954  N6 1.040
3 C 0.73204 2.62678 0.39518  C12 1.340, N13 1.378, H16 1.086
4 H -3.09350 0.15185 -0.19923  C23 1.089
5 H 0.10588 -1.73118 1.03515  N6 1.024
6 N -0.21417 -1.73172 0.06205  H2 1.040, H5 1.024, C15 1.508, H18 1.023
7 H 1.37394 0.76005 0.01347  C12 1.086
8 H -1.49890 1.34995 0.83182  C1 1.091
9 H -0.84193 -0.16698 -1.18088  C15 1.097
10 H 2.39207 -2.14842 -1.69395  O21 0.973
11 H -2.94870 -1.54248 -0.79884  C23 1.090
12 C 0.53310 1.30274 0.43528  C1 1.509, C3 1.340, H7 1.086
13 N 1.84173 3.23225 -0.15216  C3 1.378, H14 1.001, H20 1.012
14 H 2.05862 4.16836 0.12737  N13 1.001
15 C -1.09515 -0.53155 -0.17816  C1 1.540, N6 1.508, H9 1.097, C23 1.526
16 H -0.00480 3.38837 0.63292  C3 1.086
17 H 2.77338 -3.23550 -0.75372  O21 0.962
18 H -0.60596 -2.66340 -0.09787  N6 1.023
19 H -0.67996 0.09151 1.81576  C1 1.101
20 H 2.68203 2.68205 -0.27618  N13 1.012
21 O 1.98621 -2.82717 -1.12712  H10 0.973, H17 0.962
22 H -2.79272 -1.20513 0.91818  C23 1.091
23 C -2.59234 -0.80732 -0.07735  H4 1.089, H11 1.090, C15 1.526, H22 1.091

Arrangement x

The following is a DFT calculation (wB97M-V/def2-TZVPD) of a 2-piece molecular cluster, C5H15N2O overall.

Calculated values
M	119.188	g mol⁻¹
LUMO level	-3.28	eV
total charge	+1

Bonds (Å) are listed after each position.
Geometry (Å):
1 H 0.37652 1.50719 3.97793  C6 1.087
2 H 1.52541 -0.04258 -2.42833  C18 1.098
3 C -0.81651 -1.68427 1.07707  H15 1.085, H19 1.082, C23 1.343
4 H -0.48426 -0.13947 -0.22261  N13 1.071
5 H 0.26918 -1.30880 -2.32360  C18 1.094
6 C 0.64586 1.01244 3.04800  H1 1.087, H7 1.097, N14 1.465, H21 1.090
7 H 0.65677 1.75497 2.23992  C6 1.097
8 H -1.50098 0.42307 -2.31912  C20 1.087
9 H -0.30374 1.70690 -2.53011  C20 1.089
10 H -1.23778 0.09112 2.91608  N14 1.012
11 H 0.72592 1.01848 -0.43515  N13 1.020
12 H 0.66204 -1.04041 -4.52461  O16 0.964
13 N -0.24848 0.81113 -0.65582  H4 1.071, H11 1.020, C20 1.492, H22 1.018
14 N -0.25175 -0.13037 2.85933  C6 1.465, H10 1.012, C23 1.379
15 H -1.88633 -1.58053 1.22681  C3 1.085
16 O 0.30655 -0.25097 -4.10172  H12 0.964, C18 1.400
17 H 1.13440 -1.13390 1.74863  C23 1.088
18 C 0.50114 -0.31504 -2.71672  H2 1.098, H5 1.094, O16 1.400, C20 1.529
19 H -0.47152 -2.50046 0.45686  C3 1.082
20 C -0.46940 0.70892 -2.12739  H8 1.087, H9 1.089, N13 1.492, C18 1.529
21 H 1.64709 0.60387 3.18268  C6 1.090
22 H -0.83740 1.50046 -0.19248  N13 1.018
23 C 0.05728 -1.01175 1.84434  C3 1.343, N14 1.379, H17 1.088

Arrangement y

The following is a DFT calculation (wB97M-V/def2-TZVPD) of a 2-piece molecular cluster, C5H15N2O overall.

Calculated values
M	119.188	g mol⁻¹
LUMO level	-3.15	eV
total charge	+1

Bonds (Å) are listed after each position.
Geometry (Å):
1 H 0.90493 -1.76629 -0.71638  C20 1.091
2 H 2.31729 1.07399 1.39460  N3 1.009
3 N 2.00818 0.29141 0.83735  H2 1.009, C19 1.366, C22 1.468
4 H -3.08552 2.00963 0.10810  O17 0.965
5 N -1.57809 -0.94281 0.48890  H7 1.024, H10 1.018, C13 1.498, H23 1.025
6 H -1.45700 0.05501 -1.38420  C13 1.085
7 H -1.86042 -0.08788 0.97660  N5 1.024
8 H 0.77828 -0.55489 -1.89466  C20 1.096
9 H -0.25815 1.73651 -1.15229  C16 1.080
10 H -2.38990 -1.54955 0.58147  N5 1.018
11 H 3.85134 -0.55649 1.40740  C22 1.085
12 H 3.53802 -0.62765 -0.28657  C22 1.086
13 C -1.02096 -0.80965 -0.89550  N5 1.498, H6 1.085, H15 1.095, C20 1.511
14 H -4.06604 0.96359 -0.54235  O17 0.962
15 H -1.47176 -1.60925 -1.49324  C13 1.095
16 C 0.46959 1.63666 -0.36041  H9 1.080, C19 1.347, H21 1.082
17 O -3.29938 1.07176 0.02883  H4 0.965, H14 0.962
18 H 2.62179 -1.71827 0.76220  C22 1.092
19 C 0.98752 0.43023 -0.05927  N3 1.366, C16 1.347, C20 1.525
20 C 0.48869 -0.76823 -0.85948  H1 1.091, H8 1.096, C13 1.511, C19 1.525
21 H 0.82407 2.54239 0.11470  C16 1.082
22 C 3.05957 -0.72106 0.68404  N3 1.468, H11 1.085, H12 1.086, H18 1.092
23 H -0.88514 -1.49857 1.00072  N5 1.025

Arrangement z

The following is a DFT calculation (wB97M-V/def2-TZVPD) of a 3-piece molecular cluster, C5H15N2O overall.

Calculated values
M	119.188	g mol⁻¹
LUMO level	-7.52	eV
total charge	+1

Bonds (Å) are listed after each position.
Geometry (Å):
1 H 3.03795 0.17768 -2.25561  C16 1.071
2 H -2.63969 -1.54391 1.72541  C4 1.090
3 H 0.32608 1.33101 2.23363  C19 1.069
4 C -2.29691 -0.60812 1.28298  H2 1.090, H6 1.089, C21 1.434
5 H -1.14900 -1.81840 0.14504  O11 1.023
6 H -3.05624 -0.13260 0.66444  C4 1.089
7 H -0.48797 1.84988 -0.48427  C10 1.089
8 H 0.86579 -0.46522 -3.11638  N13 1.048
9 H -0.87256 -0.55286 2.86967  C21 1.089
10 C -0.97538 2.01209 0.47615  H7 1.089, H15 1.124, H18 1.069, C19 1.529
11 O -0.57354 -2.45998 -0.40686  H5 1.023, H14 0.980
12 H 2.88615 1.45173 -0.64908  N17 1.030
13 N 1.07000 -0.56336 -2.09357  H8 1.048, C16 1.466, H20 1.037
14 H -1.04865 -3.30970 -0.51981  O11 0.980
15 H -2.06121 1.72339 0.48922  C10 1.124
16 C 2.38555 -0.25650 -1.52523  H1 1.071, N13 1.466, N17 1.524, H23 1.107
17 N 2.01194 0.90816 -0.61542  H12 1.030, C16 1.524, H22 1.052
18 H -0.75867 2.98610 0.85850  C10 1.069
19 C -0.44521 1.05625 1.54595  H3 1.069, C10 1.529, C21 1.386
20 H 0.63868 -1.44110 -1.74974  N13 1.037
21 C -1.10113 -0.11257 1.90077  C4 1.434, H9 1.089, C19 1.386
22 H 1.47403 0.95414 0.28692  N17 1.052
23 H 2.76999 -1.18611 -1.06273  C16 1.107

Energy above the most stable structure, in eV: arrangement w 0.000; arrangement x 0.925; arrangement y 0.585; arrangement z 4.843

Arrangement w

The following is a DFT calculation (wB97M-V/def2-TZVPD) of a 2-piece molecular cluster, C5H15N2O overall.

Calculated values
M	119.188	g mol⁻¹
LUMO level	-3.00	eV
total charge	+1

Bonds (Å) are listed after each position.
Geometry (Å):
1 N 1.93611 3.30711 0.07345  H4 1.012, H9 0.999, C16 1.367
2 H 0.73438 -1.55699 -0.20725  N22 1.040
3 H -0.49440 0.23108 1.78078  C7 1.103
4 H 2.80618 2.84676 -0.16088  N1 1.012
5 C 0.67370 1.23084 0.38325  C7 1.514, H8 1.088, C16 1.343
6 H -3.19593 -0.12112 -0.48840  C18 1.086
7 C -0.64643 0.58534 0.74734  H3 1.103, C5 1.514, C12 1.519, H14 1.094
8 H 1.52864 0.62156 0.09914  C5 1.088
9 H 1.88555 4.29861 -0.03668  N1 0.999
10 H 0.02455 3.15833 0.78386  C16 1.086
11 H -0.14679 -1.69812 1.08808  N22 1.025
12 C -1.08579 -0.50148 -0.21839  C7 1.519, H13 1.083, C18 1.563, N22 1.524
13 H -1.04383 -0.19018 -1.25508  C12 1.083
14 H -1.41126 1.36761 0.72358  C7 1.094
15 H 2.75158 -2.75696 -0.84447  O19 0.945
16 C 0.81925 2.56545 0.33975  N1 1.367, C5 1.343, H10 1.086
17 H -0.71986 -2.55510 -0.31382  N22 1.012
18 C -2.58769 -0.85137 0.03690  H6 1.086, C12 1.563, H20 1.097, H21 1.087
19 O 1.98227 -2.44750 -1.29849  H15 0.945, H23 0.954
20 H -2.74006 -1.87296 -0.33374  C18 1.097
21 H -2.77485 -0.91436 1.10602  C18 1.087
22 N -0.25050 -1.74381 0.06904  H2 1.040, H11 1.025, C12 1.524, H17 1.012
23 H 1.95517 -3.00276 -2.07398  O19 0.954

Arrangement x

The following is a DFT calculation (wB97M-V/def2-TZVPD) of a 2-piece molecular cluster, C5H15N2O overall.

Calculated values
M	119.188	g mol⁻¹
LUMO level	-3.04	eV
total charge	+1

Bonds (Å) are listed after each position.
Geometry (Å):
1 H 1.69135 0.20044 -0.18106  C9 1.125
2 H 0.88545 0.61316 -3.64078  N21 1.000
3 H -2.53313 0.12508 2.55458  C17 1.053
4 C 0.13868 1.51809 0.75421  C9 1.496, H12 1.074, C13 1.580, H15 1.108
5 H -1.21884 0.63812 3.66878  C17 1.087
6 H 1.40488 -3.44907 -0.77526  O7 0.966
7 O 0.72397 -2.82006 -1.04592  H6 0.966, H10 0.966
8 H -1.98540 1.69856 2.56874  C17 1.050
9 C 0.80771 0.85795 -0.40970  H1 1.125, C4 1.496, C16 1.347
10 H 0.24319 -3.23271 -1.77451  O7 0.966
11 H 0.06207 -1.10407 0.18850  N19 1.033
12 H -0.47247 2.39483 0.64464  C4 1.074
13 C -0.90751 0.46976 1.30348  C4 1.580, C17 1.587, N19 1.515, H23 1.113
14 H -1.31024 -1.48398 0.95050  N19 1.026
15 H 0.78412 2.01367 1.50616  C4 1.108
16 C 0.51628 1.14643 -1.69266  C9 1.347, H20 1.135, N21 1.383
17 C -1.66276 0.70537 2.67911  H3 1.053, H5 1.087, H8 1.050, C13 1.587
18 H 1.25008 -0.62959 -2.46762  N21 1.001
19 N -0.44123 -0.95351 1.07785  H11 1.033, C13 1.515, H14 1.026, H22 0.997
20 H -0.05686 2.09580 -1.93383  C16 1.135
21 N 0.96372 0.30265 -2.69322  H2 1.000, C16 1.383, H18 1.001
22 H 0.17508 -1.39181 1.72746  N19 0.997
23 H -1.73988 0.57114 0.57190  C13 1.113

Energy above the most stable structure, in eV: arrangement w 0.000; arrangement x 0.602